{"formula": "C3H5NO2", "method": "ωB97M-V with the def2-TZVPD basis set", "fmax_ha_per_bohr": 0.047, "multiplicity": 1, "gap_ev": 10.79, "energy_ha": -322.51127, "lumo_energy_ha": 0.0241, "symbols": ["O", "O", "N", "C", "C", "C", "H", "H", "H", "H", "H"], "coordinates": [[-1.9068, 1.1425, 0.0558], [1.8428, -0.4989, -0.9135], [-0.5120, -0.6441, -0.3457], [0.2341, 0.0226, 0.6966], [-1.6544, 0.1204, -0.5646], [1.6360, -0.0905, 0.2172], [-0.1183, 1.0697, 0.6804], [2.4706, 0.2067, 0.8506], [-2.3661, -0.2538, -1.3060], [0.2937, -0.7731, -1.0966], [0.0885, -0.3113, 1.7349]]}